Record 1
126
Properties=species:S:1:pos:R:3 method="wB97M-V/def2-TZVPD" max_force_ev_per_a=0.5 total_charge=-2 energy_ha=-4070.11345
Sn -0.82 -1.88 -0.51
O -4.99 1.70 -0.48
S -3.86 0.74 -0.21
C -4.08 -0.54 -1.48
C -4.89 -1.65 -1.32
C -5.11 -2.51 -2.39
C -4.52 -2.24 -3.61
C -3.69 -1.14 -3.76
C -3.43 -0.27 -2.70
P -1.96 0.85 -2.69
C -2.66 2.54 -2.90
C -1.72 3.57 -2.83
C -2.12 4.89 -3.00
C -3.46 5.19 -3.22
C -4.39 4.17 -3.27
C -3.99 2.84 -3.11
C -1.32 0.61 -4.40
C -1.89 1.16 -5.55
C -1.33 0.92 -6.80
C -0.19 0.14 -6.91
C 0.39 -0.41 -5.78
C -0.17 -0.16 -4.53
C -4.35 -0.06 1.33
C -5.70 -0.35 1.47
C -6.19 -0.83 2.67
C -5.31 -0.98 3.74
C -3.98 -0.63 3.60
C -3.46 -0.14 2.40
P -1.67 0.44 2.20
C -1.94 2.16 2.83
C -3.11 2.87 2.54
C -3.24 4.20 2.89
C -2.23 4.85 3.57
C -1.06 4.17 3.86
C -0.91 2.84 3.49
C -1.02 -0.46 3.67
C -0.93 0.05 4.97
C -0.53 -0.77 6.02
C -0.23 -2.11 5.80
C -0.32 -2.62 4.51
C -0.70 -1.80 3.46
H -5.32 -1.88 -0.36
H -5.72 -3.39 -2.25
H -4.68 -2.90 -4.45
H -3.19 -0.98 -4.71
H -0.69 3.34 -2.61
H -1.39 5.69 -2.94
H -3.77 6.22 -3.34
H -5.44 4.39 -3.42
H -4.73 2.05 -3.13
H -2.77 1.78 -5.46
H -1.79 1.35 -7.68
H 0.24 -0.05 -7.89
H 1.28 -1.01 -5.86
H 0.29 -0.59 -3.64
H -6.37 -0.15 0.64
H -7.24 -1.06 2.78
H -5.67 -1.35 4.69
H -3.32 -0.73 4.46
H -3.93 2.40 2.01
H -4.16 4.73 2.63
H -2.33 5.90 3.85
H -0.24 4.67 4.36
H 0.04 2.34 3.66
H -1.17 1.08 5.17
H -0.46 -0.35 7.02
H 0.07 -2.74 6.62
H -0.08 -3.66 4.32
H -0.75 -2.23 2.46
C 0.81 4.28 0.32
C 1.33 2.87 0.03
C 2.56 2.93 -0.87
O 0.32 2.13 -0.64
C 1.68 2.18 1.38
O 2.67 2.60 2.01
O 0.90 1.24 1.71
H 0.73 4.85 -0.61
H 1.48 4.79 1.01
H -0.18 4.21 0.77
H 2.35 3.51 -1.77
H 2.85 1.92 -1.17
H 3.39 3.39 -0.33
H 0.09 1.43 0.00
C 2.21 -3.38 1.86
C 1.71 -4.67 1.26
C 2.40 -5.85 1.47
C 2.00 -7.06 0.90
C 0.86 -7.05 0.10
C 0.13 -5.90 -0.13
C -1.10 -5.92 -0.98
C 0.53 -4.65 0.46
N -0.21 -3.56 0.27
H 3.20 -3.51 2.29
H 1.54 -3.00 2.64
H 2.26 -2.59 1.11
H 3.30 -5.82 2.08
H 2.56 -7.97 1.07
H 0.53 -7.98 -0.37
H -1.29 -6.92 -1.37
H -1.01 -5.22 -1.83
H -1.97 -5.57 -0.41
C 6.59 0.52 1.94
C 6.71 0.74 0.43
C 8.11 0.33 -0.02
C 6.52 2.23 0.13
C 5.61 -0.06 -0.27
C 5.89 -1.12 -1.15
C 4.88 -1.87 -1.76
C 3.58 -1.53 -1.47
O 2.40 -2.09 -1.90
B 1.36 -1.38 -1.25
O 1.95 -0.35 -0.48
C 3.30 -0.48 -0.61
C 4.28 0.26 0.00
H 7.38 1.06 2.47
H 6.69 -0.55 2.18
H 5.63 0.86 2.32
H 8.85 0.96 0.48
H 8.24 0.44 -1.10
H 8.33 -0.71 0.25
H 7.30 2.82 0.64
H 5.55 2.59 0.47
H 6.60 2.42 -0.94
H 6.91 -1.38 -1.36
H 5.11 -2.69 -2.42
H 3.99 1.05 0.69

=====

Record 2
24
Properties=species:S:1:pos:R:3 method="wB97M-V/def2-TZVPD" max_force_ev_per_a=6.6 total_charge=0 energy_ha=-405.65160
C -2.09 0.91 -0.83
C -0.71 0.15 -0.86
C -0.75 -0.98 0.17
C -2.28 -1.17 0.54
C -2.95 0.33 0.34
H -2.00 2.05 -0.77
H -2.64 0.52 -1.69
H 0.07 0.82 -0.56
H -0.49 -0.33 -1.79
H -0.15 -0.55 1.04
H -0.17 -1.90 -0.08
H -2.43 -1.65 1.47
H -2.72 -1.73 -0.27
H -2.73 0.80 1.31
H -3.97 0.25 0.11
C 2.49 1.12 0.71
C 2.49 -0.10 -0.15
N 3.74 -0.69 -0.23
O 1.42 -0.54 -0.66
H 1.99 1.98 0.22
H 3.48 1.47 1.17
H 1.90 0.80 1.63
H 3.85 -1.43 -0.92
H 4.64 -0.16 0.09

=====

Frontier orbital gap for the records above, in order: 0.185 0.369 hartree
Energy above the lowest of the compared OMol25 structures with the same formula, charge and spin for the records above, in order: 0.0 53.8 kcal/mol
HOMO level for the records above, in order: -1.0863 -9.3880 eV